# 1
{
  "formula": "C5H7N5O2",
  "method": "the ωB97M-V functional and the def2-TZVPD basis",
  "homo_lumo_gap_ev": [8.4, 8.4],
  "homo_energy_ha": [-0.294, -0.294],
  "max_force_ha_per_bohr": 0.1121,
  "total_energy_ha": -618.941289,
  "smiles": "[H]/N=c1/ccn(C(N)=O)n1C(N)=O",
  "symbols": ["C", "C", "C", "C", "C", "N", "N", "N", "N", "N", "O", "O", "H", "H", "H", "H", "H", "H", "H"],
  "positions_angstrom": [[-1.145, -1.510, 1.091], [-0.085, -1.543, 0.267], [-1.643, -0.130, 0.918], [1.047, -0.073, -1.393], [-0.254, 1.996, 0.614], [-2.570, 0.385, 1.624], [0.081, -0.373, -0.439], [-0.855, 0.480, -0.075], [1.689, -1.177, -1.847], [0.948, 1.770, 1.189], [1.340, 1.051, -1.732], [-1.009, 2.900, 0.631], [-1.483, -1.980, 2.025], [0.748, -2.138, 0.147], [-2.923, 1.366, 1.354], [1.611, -2.171, -1.667], [2.395, -0.882, -2.552], [1.415, 0.928, 0.864], [1.504, 2.612, 1.507]],
  "atomic_forces_ev_per_a": [[0.36, 1.47, 0.50], [-0.27, -0.09, 0.60], [-0.94, 0.35, 0.47], [-0.47, -0.83, 0.59], [-0.83, -2.29, -0.31], [-1.12, 1.34, -0.52], [1.34, -1.15, -0.20], [-1.22, 5.51, 1.16], [2.16, 0.24, -1.95], [0.18, 1.11, -0.13], [-0.37, 0.08, -0.07], [0.38, -0.04, -0.15], [0.45, -0.55, -1.04], [1.02, -2.06, 0.13], [1.31, -1.94, 0.34], [-0.49, 0.68, 0.07], [-0.74, -0.73, 0.93], [0.19, 0.55, 0.30], [-0.96, -1.65, -0.71]]
}

# 2
{
  "formula": "C24H21N3O3SSnTe",
  "method": "the ωB97M-V functional and the def2-TZVPD basis",
  "homo_lumo_gap_ev": 5.8,
  "homo_energy_ha": -0.059,
  "max_force_ha_per_bohr": 0.0181,
  "total_energy_ha": -2197.772132,
  "charge": -2,
  "symbols": ["Sn", "O", "C", "C", "C", "C", "C", "C", "C", "O", "N", "N", "C", "C", "C", "C", "C", "C", "C", "O", "H", "H", "H", "H", "H", "H", "H", "H", "H", "H", "C", "C", "C", "C", "C", "C", "Te", "C", "C", "C", "H", "H", "H", "H", "H", "H", "H", "H", "H", "H", "H", "S", "C", "N"],
  "positions_angstrom": [[-0.364, 1.801, 0.557], [4.393, 2.268, -2.766], [3.425, 2.489, -3.671], [3.784, 2.667, -5.009], [2.820, 2.920, -5.971], [1.474, 2.996, -5.618], [1.116, 2.803, -4.291], [2.068, 2.546, -3.308], [1.615, 2.338, -1.893], [0.374, 2.293, -1.638], [2.596, 2.236, -1.017], [2.108, 2.101, 0.278], [3.040, 2.001, 1.151], [2.913, 1.900, 2.594], [4.107, 1.853, 3.334], [4.126, 1.809, 4.713], [2.891, 1.813, 5.389], [1.703, 1.855, 4.696], [1.657, 1.895, 3.268], [0.530, 1.920, 2.650], [3.921, 2.204, -1.892], [4.835, 2.604, -5.268], [3.122, 3.055, -7.005], [0.719, 3.202, -6.365], [0.080, 2.838, -3.973], [4.061, 2.012, 0.772], [5.045, 1.854, 2.785], [5.062, 1.770, 5.256], [2.874, 1.784, 6.474], [0.749, 1.848, 5.211], [-4.944, -6.416, 0.442], [-4.124, -5.147, 0.448], [-4.344, -4.147, 1.389], [-3.597, -2.966, 1.406], [-3.898, -1.931, 2.465], [-2.590, -2.765, 0.442], [-1.500, -0.910, 0.428], [-2.349, -3.774, -0.505], [-1.273, -3.660, -1.566], [-3.120, -4.941, -0.486], [-5.683, -6.407, 1.247], [-4.314, -7.300, 0.577], [-5.480, -6.541, -0.503], [-5.126, -4.283, 2.135], [-4.689, -2.281, 3.135], [-4.205, -0.983, 2.012], [-3.004, -1.702, 3.053], [-0.739, -2.714, -1.494], [-1.709, -3.729, -2.568], [-0.547, -4.474, -1.463], [-2.922, -5.709, -1.236], [-2.579, 6.485, 0.336], [-2.188, 4.882, 0.406], [-1.925, 3.740, 0.459]],
  "atomic_forces_ev_per_a": [[0.41, 0.49, -0.11], [0.37, 0.04, -0.81], [0.10, 0.03, -0.02], [0.00, 0.00, -0.02], [-0.05, -0.02, 0.09], [0.11, -0.02, 0.13], [-0.02, -0.04, -0.05], [-0.20, -0.05, 0.07], [-0.21, 0.11, -0.26], [0.24, 0.17, -0.08], [-0.61, -0.02, 0.34], [0.22, -0.01, 0.04], [0.00, -0.04, 0.44], [0.03, 0.05, -0.15], [-0.01, -0.01, -0.01], [-0.28, -0.01, -0.02], [0.09, 0.02, -0.19], [0.03, -0.02, -0.09], [0.05, 0.04, 0.01], [-0.02, 0.17, 0.14], [-0.13, -0.03, 0.55], [-0.03, 0.01, 0.01], [-0.01, 0.01, 0.03], [-0.01, -0.02, 0.00], [0.06, 0.01, -0.02], [0.16, 0.01, -0.02], [-0.05, 0.01, 0.01], [-0.02, 0.01, 0.00], [-0.01, -0.02, -0.02], [0.03, 0.02, -0.01], [0.04, 0.04, 0.01], [-0.03, 0.03, 0.07], [0.05, 0.11, 0.01], [-0.10, -0.14, 0.00], [0.01, -0.07, -0.11], [0.12, 0.03, -0.01], [-0.49, -0.79, 0.06], [-0.09, -0.17, -0.02], [-0.12, -0.04, 0.04], [0.14, 0.10, -0.09], [0.03, 0.00, -0.03], [-0.02, 0.03, 0.00], [0.01, 0.00, 0.02], [0.05, -0.01, -0.04], [0.03, 0.00, -0.04], [0.04, -0.10, 0.03], [-0.06, -0.02, -0.06], [-0.05, -0.06, 0.02], [0.01, -0.01, 0.06], [-0.03, 0.02, -0.01], [-0.02, 0.05, 0.07], [0.06, -0.36, 0.01], [0.04, 0.00, 0.02], [0.13, 0.49, 0.03]]
}

Per-record energy above the lowest of the compared OMol25 structures with the same formula, charge and spin, kJ/mol: 248.6, 18.1